(1)
Computed, not measured: C37H36N6O3PPb as an isolated structure, with the ωB97M-V functional and the def2-TZVPD basis.

Geometry as XYZ:
```
84
Properties=species:S:1:pos:R:3:forces:R:3:mulliken_charge:R:1
Pb 0.250 -0.160 0.653 0.00 0.06 0.11 1.34
C -0.668 -0.241 3.925 0.05 0.06 -0.02 -1.01
C -1.494 -1.515 3.876 -0.04 -0.03 0.07 -1.20
C -2.339 -1.755 2.657 -0.02 0.01 0.01 0.48
C -3.523 -2.475 2.779 0.03 0.02 -0.05 -0.88
C -4.300 -2.711 1.662 -0.02 -0.03 0.03 -0.49
C -3.883 -2.207 0.437 0.06 0.05 -0.02 -1.04
C -2.702 -1.500 0.396 -0.03 -0.03 -0.03 0.63
N -1.934 -1.279 1.474 0.11 0.04 0.01 0.16
N 0.594 -0.192 3.123 0.00 -0.05 0.00 0.57
C 1.476 -1.338 3.437 -0.05 -0.04 0.08 -0.65
C 2.710 -1.337 2.575 0.05 -0.03 0.00 0.28
C 3.953 -1.697 3.062 -0.05 0.00 -0.04 -0.90
C 5.034 -1.707 2.190 0.02 0.00 0.00 -0.44
C 4.842 -1.349 0.864 -0.06 0.00 0.00 -0.86
C 3.569 -0.995 0.458 0.06 -0.04 -0.01 -0.20
N 2.525 -0.993 1.294 -0.05 0.07 0.04 0.03
C 1.297 1.058 3.499 0.03 -0.01 0.04 -0.92
C 0.769 2.275 2.795 0.05 0.06 0.04 0.61
C 0.698 3.506 3.423 -0.01 -0.02 -0.03 -0.95
C 0.327 4.617 2.679 -0.01 0.02 0.00 -0.33
C 0.042 4.467 1.330 0.01 -0.04 0.00 -0.96
C 0.119 3.203 0.781 -0.02 0.03 0.01 -0.03
N 0.472 2.129 1.497 -0.06 -0.07 0.03 0.05
H -0.390 -0.075 4.971 -0.01 0.00 -0.01 0.49
H -1.272 0.615 3.615 -0.03 -0.02 0.00 0.45
H -2.166 -1.468 4.735 0.01 0.01 -0.02 0.52
H -0.881 -2.399 4.068 0.00 -0.01 0.00 0.39
H -3.826 -2.842 3.750 -0.01 -0.01 0.02 0.47
H -5.220 -3.273 1.744 -0.01 0.00 0.00 0.45
H -4.463 -2.357 -0.462 -0.01 -0.01 -0.01 0.47
H -2.343 -1.073 -0.535 -0.01 0.00 -0.01 0.03
H 0.925 -2.260 3.252 0.03 -0.02 0.00 0.45
H 1.753 -1.331 4.497 0.00 0.00 -0.01 0.38
H 4.076 -1.966 4.102 0.00 0.00 0.01 0.48
H 6.017 -1.985 2.545 0.01 0.00 0.00 0.46
H 5.660 -1.339 0.159 0.01 0.00 -0.01 0.44
H 3.370 -0.708 -0.567 0.00 0.02 -0.02 0.48
H 2.355 0.957 3.246 -0.03 0.01 -0.04 0.47
H 1.241 1.197 4.582 0.04 0.01 -0.01 0.38
H 0.936 3.595 4.473 0.01 0.00 0.02 0.47
H 0.263 5.589 3.148 0.01 0.02 0.01 0.47
H -0.243 5.309 0.718 0.00 0.01 -0.01 0.44
H -0.103 3.035 -0.264 -0.04 0.00 -0.03 0.45
N -0.016 -1.951 -2.440 0.02 -0.10 -0.26 0.00
C 0.127 -2.024 -3.857 0.02 -0.12 0.09 0.90
C 0.942 -3.029 -4.378 0.00 0.05 -0.05 -0.76
C 1.116 -3.199 -5.737 0.00 0.02 -0.01 -0.75
C 0.454 -2.371 -6.637 0.01 -0.03 0.03 -0.91
C -0.339 -1.361 -6.145 0.02 0.02 -0.05 -0.95
C -0.499 -1.153 -4.762 0.09 -0.02 0.01 0.30
P -1.404 0.350 -4.490 0.03 0.05 0.00 1.19
C -3.035 0.307 -5.166 -0.15 -0.05 0.03 1.13
C -3.269 0.714 -6.482 0.06 0.02 -0.01 -0.36
C -4.539 0.591 -7.020 -0.03 -0.01 0.02 -0.88
C -5.572 0.072 -6.253 0.00 0.01 -0.04 -0.58
C -5.342 -0.341 -4.946 0.03 0.00 0.00 -0.79
C -4.075 -0.234 -4.403 0.03 -0.04 0.01 -0.74
C -0.462 1.739 -5.034 0.15 0.04 -0.09 0.48
C -1.072 2.912 -5.495 -0.06 0.02 0.10 -0.14
C -0.287 3.965 -5.931 0.01 -0.02 0.01 -0.90
C 1.097 3.858 -5.900 0.02 0.01 0.00 -0.51
C 1.710 2.702 -5.430 -0.02 0.01 -0.02 -0.84
C 0.936 1.638 -5.006 -0.02 -0.07 -0.02 -0.64
H -0.988 -2.056 -2.174 -0.02 0.14 0.02 0.13
H 0.481 -2.744 -2.048 -0.05 0.04 0.09 0.33
H 1.434 -3.712 -3.695 -0.01 -0.01 0.03 0.38
H 1.752 -3.996 -6.098 0.00 -0.01 0.00 0.42
H 0.558 -2.514 -7.703 0.01 0.01 -0.02 0.47
H -0.834 -0.707 -6.854 -0.03 0.03 0.02 0.29
H -2.474 1.125 -7.091 0.02 0.01 0.02 0.49
H -4.723 0.906 -8.038 0.00 0.00 -0.02 0.46
H -6.563 -0.016 -6.676 -0.01 0.00 -0.01 0.43
H -6.152 -0.748 -4.358 -0.01 -0.01 0.01 0.45
H -3.901 -0.574 -3.388 0.00 0.01 0.00 0.40
H -2.149 3.010 -5.501 -0.01 -0.02 -0.02 0.53
H -0.754 4.867 -6.299 -0.01 0.01 0.00 0.47
H 1.706 4.680 -6.252 0.00 0.02 0.00 0.45
H 2.788 2.625 -5.423 0.01 -0.01 0.01 0.47
H 1.411 0.720 -4.682 0.00 0.00 0.00 0.43
O -1.525 0.377 -2.826 -0.20 -0.01 0.01 0.41
N -2.135 1.519 -2.217 0.09 0.08 0.17 0.84
O -2.612 2.329 -2.939 0.02 -0.11 0.12 -0.42
O -2.053 1.478 -1.022 -0.02 0.00 -0.30 -0.60
```
Positions in Å, forces in eV/Å.

The calculation puts the energy above the lowest of the compared OMol25 structures with the same formula, charge and spin at 33.07 kcal per mole. The value obtained for the orbital gap is 8.2 eV. The max |F| is 0.30 eV/Å. As for the spin multiplicity: 1. As for the total charge: +3.

***

(2)
Computed, not measured: a 6-piece molecular cluster, C37H36NO21 overall, with the ωB97M-V functional and the def2-TZVPD basis.

Geometry as XYZ:
```
95
Properties=species:S:1:pos:R:3:forces:R:3:mulliken_charge:R:1
O 5.113 -2.299 -1.051 -0.17 -0.24 0.08 -0.50
C 3.698 -2.183 -0.805 1.02 0.36 -0.32 -0.63
C 3.349 -0.663 -0.885 -0.58 -0.65 -0.23 -0.68
C 1.862 -0.379 -1.301 0.85 0.25 0.57 0.46
C 0.882 -0.930 -0.203 -0.32 0.26 -1.14 -0.90
C 0.191 -2.224 -0.708 -0.14 0.64 2.46 -0.77
N -0.625 -1.852 -1.890 -0.23 -0.49 -0.36 0.26
C 0.153 -1.399 -3.083 1.33 0.34 -1.17 -0.58
C 1.602 -0.890 -2.767 -0.07 0.52 0.33 -0.76
H 5.255 -2.575 -1.965 -0.06 0.05 0.12 0.20
H 3.194 -2.810 -1.567 -0.18 0.34 0.51 0.32
H 3.552 -2.611 0.206 -0.25 0.27 -0.56 0.25
H 3.577 -0.208 0.095 -0.21 -0.07 -0.57 0.29
H 4.039 -0.212 -1.626 -0.38 -0.22 0.32 0.33
H 1.761 0.725 -1.323 -0.04 -0.56 0.12 0.47
H 0.082 -0.164 -0.058 0.30 -0.57 0.02 0.27
H 1.353 -1.041 0.789 -0.06 -0.20 -0.63 0.46
H 0.859 -3.085 -0.864 -0.22 0.53 -0.55 0.45
H -0.529 -2.533 0.081 0.32 0.00 -0.60 0.43
H -1.206 -2.659 -2.129 -0.01 0.20 -0.18 0.42
H -1.288 -1.103 -1.651 -0.01 -0.17 0.31 -0.08
H 0.245 -2.235 -3.804 -0.34 0.40 0.49 0.34
H -0.397 -0.575 -3.569 -0.02 -0.57 0.32 0.31
H 1.768 -0.020 -3.435 -0.07 -0.55 0.31 0.46
H 2.385 -1.617 -3.060 -0.72 0.11 0.25 0.26
C -3.915 -0.379 0.932 0.28 -0.08 -0.73 -0.61
C -4.206 0.239 2.081 -0.20 -0.89 0.57 0.10
C -4.219 1.731 2.184 0.07 0.71 -0.39 0.69
O -4.506 2.254 3.239 0.11 -0.50 0.04 -0.51
C -3.877 2.505 0.990 -0.04 0.00 0.36 -0.95
C -3.585 1.883 -0.155 0.06 0.79 -0.40 0.27
C -3.598 0.395 -0.261 -0.29 -0.58 0.75 1.10
O -3.340 -0.135 -1.337 0.53 0.11 -0.30 -0.83
O -3.267 2.570 -1.269 -0.05 -0.66 0.41 -0.58
O -4.497 -0.448 3.191 0.15 0.77 -0.53 -0.56
H -3.903 -1.457 0.840 -0.09 0.00 0.06 0.57
H -3.874 3.582 1.080 -0.03 -0.01 -0.01 0.51
H -3.107 1.900 -1.953 -0.06 0.04 -0.22 0.33
H -4.669 0.220 3.878 -0.05 -0.06 0.22 0.31
C 7.934 -3.041 -4.035 0.19 0.09 0.19 -0.81
C 7.018 -3.434 -4.919 -0.48 0.14 0.68 0.49
C 7.386 -3.805 -6.315 0.61 -0.09 -0.59 0.80
O 6.513 -4.174 -7.077 -0.35 0.05 0.24 -0.62
C 8.791 -3.703 -6.705 -0.45 -0.08 -0.05 -0.94
C 9.711 -3.307 -5.820 0.61 -0.12 -0.74 0.32
C 9.346 -2.960 -4.415 -0.38 0.09 0.46 0.80
O 10.215 -2.622 -3.638 0.20 -0.01 -0.20 -0.59
O 11.007 -3.201 -6.149 -0.62 0.06 0.54 -0.55
O 5.708 -3.516 -4.595 0.46 -0.02 -0.40 -0.51
H 7.674 -2.773 -3.020 0.06 -0.01 0.01 0.47
H 9.044 -3.958 -7.724 0.01 0.00 0.02 0.42
H 11.458 -2.902 -5.341 0.18 0.02 0.03 0.36
H 5.262 -3.823 -5.404 -0.05 -0.07 -0.09 0.35
C -7.868 -3.937 -1.381 -0.24 -0.14 0.07 -0.83
C -6.614 -3.539 -1.161 -0.11 0.35 -0.75 0.32
C -5.884 -3.904 0.089 -0.23 -0.47 0.73 1.02
O -4.730 -3.532 0.234 0.18 0.24 -0.33 -0.59
C -6.590 -4.692 1.093 0.54 0.31 -0.19 -1.07
C -7.848 -5.089 0.877 -0.01 -0.47 0.93 0.42
C -8.570 -4.749 -0.385 -0.07 0.33 -0.68 0.94
O -9.704 -5.146 -0.545 -0.02 -0.15 0.30 -0.58
O -8.521 -5.812 1.781 0.10 0.41 -0.76 -0.55
O -5.941 -2.788 -2.056 -0.02 -0.34 0.58 -0.57
H -8.405 -3.681 -2.283 0.01 -0.01 0.01 0.44
H -6.056 -4.935 2.001 -0.03 -0.02 0.00 0.44
H -9.398 -5.970 1.388 -0.16 -0.10 0.06 0.36
H -5.067 -2.637 -1.661 0.12 0.11 0.01 0.25
C -6.242 6.340 5.454 0.08 -0.32 -0.25 -1.04
C -6.150 6.754 6.720 -0.29 0.86 -0.34 0.36
C -5.729 5.834 7.815 0.20 -0.68 0.23 0.96
O -5.643 6.260 8.948 -0.09 0.32 -0.04 -0.60
C -5.440 4.442 7.469 -0.01 0.26 0.20 -0.82
C -5.533 4.022 6.204 0.23 -0.93 0.30 0.39
C -5.931 4.955 5.103 -0.22 0.61 -0.15 0.95
O -5.994 4.544 3.961 -0.02 -0.28 0.01 -0.56
O -5.269 2.738 5.879 -0.33 0.78 -0.31 -0.55
O -6.432 8.019 7.071 0.22 -0.70 0.17 -0.56
H -6.546 7.000 4.653 0.01 0.00 0.02 0.42
H -5.153 3.781 8.275 0.00 0.00 -0.01 0.44
H -5.377 2.647 4.910 0.11 0.20 0.21 0.38
H -6.288 8.059 8.033 -0.01 0.11 0.12 0.35
C 5.236 5.151 0.643 0.30 0.10 -0.03 -0.90
C 4.322 4.186 0.753 -0.53 0.66 -0.01 0.33
C 4.708 2.746 0.830 0.75 -0.45 0.00 1.04
O 3.836 1.901 0.947 -0.37 0.26 0.00 -0.61
C 6.127 2.410 0.755 -0.58 -0.19 0.04 -0.99
C 7.045 3.375 0.642 0.73 -0.72 -0.01 0.38
C 6.661 4.817 0.592 -0.52 0.58 0.00 0.88
O 7.529 5.659 0.507 0.27 -0.22 -0.02 -0.58
O 8.353 3.096 0.569 -0.66 0.52 0.01 -0.55
O 3.005 4.461 0.801 0.51 -0.44 -0.03 -0.57
H 4.968 6.197 0.589 -0.01 -0.01 0.02 0.43
H 6.393 1.362 0.795 0.03 0.02 0.01 0.47
H 8.799 3.959 0.496 0.18 0.06 0.00 0.36
H 2.565 3.599 0.883 -0.13 -0.08 0.07 0.32
```
Positions in Å, forces in eV/Å.

The value obtained for the orbital gap is 6.6 eV. The max |F| is 2.55 eV/Å. As for the spin multiplicity: 1. As for the total charge: +1.